[1]
Formula: C29H49ClNO2PTc
Source: OMol25
Level of theory: the ωB97M-V functional and the def2-TZVPD basis

```
! RIJCOSX wB97M-V def2-TZVPD def2/J DEFGRID3
* xyz 0 4
Tc 0.26668 0.01105 0.17461
P 0.08003 0.53663 -2.15580
Cl 1.20055 2.19288 0.36856
C -1.67917 -0.06375 -0.42613
H -2.52478 -0.33182 -1.12483
H -1.99549 0.87473 0.08432
C 1.92347 0.77910 -2.49130
C -0.76378 2.19965 -2.46335
C 2.38235 0.83028 -3.95452
H 2.12598 1.75791 -2.02424
C 3.86458 1.22167 -4.02566
H 2.24496 -0.15442 -4.42446
H 1.79604 1.55371 -4.53777
C 4.76683 0.31983 -3.16756
H 4.19766 1.18525 -5.07341
H 3.97027 2.26032 -3.68244
C 4.23388 0.09232 -1.74951
H 4.88160 -0.65183 -3.66492
H 5.76856 0.76322 -3.10962
C 2.74220 -0.27874 -1.75068
H 4.80287 -0.70697 -1.25300
H 4.35714 1.00246 -1.14787
H 2.61846 -1.25020 -2.24928
H 2.41735 -0.40209 -0.69804
C -0.58407 -0.53999 -3.55648
C -2.25657 2.05718 -2.79613
H -0.66681 2.65551 -1.46183
C -2.95364 3.41446 -2.70547
H -2.39977 1.64311 -3.80178
H -2.72845 1.35497 -2.10581
C -2.29732 4.45206 -3.62320
H -4.01348 3.29211 -2.97266
H -2.91235 3.75892 -1.66484
C -0.76931 4.51678 -3.47621
H -2.55960 4.23826 -4.66662
H -2.71690 5.44063 -3.39474
C -0.08303 3.14295 -3.46817
H -0.35026 5.12510 -4.29115
H -0.52136 5.02244 -2.53487
H -0.11255 2.71645 -4.48204
H 0.97824 3.27604 -3.21490
C 0.14603 -1.88272 -3.68108
H -1.61780 -0.72706 -3.21765
C -0.58546 -2.82846 -4.64233
H 1.16542 -1.70925 -4.05125
H 0.24892 -2.36942 -2.70544
C -0.82811 -2.20316 -6.02336
H 0.00370 -3.74931 -4.75419
H -1.55067 -3.10657 -4.19671
C -1.40218 -0.78368 -5.94813
H 0.11323 -2.18632 -6.58800
H -1.51276 -2.83943 -6.59559
C -0.64786 0.10719 -4.95375
H -1.37316 -0.31773 -6.94354
H -2.45813 -0.83648 -5.64814
H 0.37098 0.27780 -5.32624
H -1.13097 1.08869 -4.93392
C -0.04888 -1.96151 -0.10296
C -1.57179 -1.98457 -0.51623
H 0.57617 -2.10848 -0.99240
C -2.53845 -2.55492 0.48694
H -1.86801 -2.14327 -1.58718
C -1.84811 -2.83502 1.85027
H -3.31040 -1.77660 0.61585
H -3.07296 -3.48523 0.18788
C -0.66130 -3.73198 1.71018
H -1.53467 -1.88645 2.29542
H -2.55824 -3.29044 2.54101
C 0.41570 -3.14717 0.77836
H -0.21624 -3.99939 2.67368
H -0.98656 -4.69237 1.30073
H 1.33900 -2.92615 1.34792
H 0.68135 -3.94722 0.05232
O -1.79855 0.55281 2.91750
C -0.62560 0.34456 3.18569
C 0.05596 0.28960 4.55089
C 1.46709 -0.20826 4.29668
C 1.55569 -0.42043 2.79053
O 2.46560 -0.91594 2.12198
N 0.36633 0.03223 2.25508
H 0.04625 1.29061 4.98932
H -0.50196 -0.37106 5.21824
H 2.22012 0.52434 4.60367
H 1.68088 -1.14525 4.81856
*
```

Kohn-Sham gap (alpha / beta) = 7.5 / 7.6 eV
E_HOMO (alpha / beta) = -7.230 / -7.858 eV

---

[2]
Formula: C29H49CrN7O9S2Si
Source: OMol25
Level of theory: the ωB97M-V functional and the def2-TZVPD basis

```
! RIJCOSX wB97M-V def2-TZVPD def2/J DEFGRID3
* xyz -2 5
Cr -0.66469 0.21708 0.92409
O 1.72786 2.43523 3.56320
C 0.88014 1.87471 2.87403
O 1.04905 1.34952 1.73530
C -0.60600 1.77815 3.37425
O -0.95995 2.32130 4.42005
O -1.36069 1.13889 2.57353
C -0.05996 -0.91166 -5.38107
C 1.20533 -0.71793 -4.54750
N 1.05878 -1.31510 -3.24227
C 1.64891 -2.61033 -3.01628
C 3.06019 -2.47670 -2.43760
C 0.50120 -0.57252 -2.23165
S 0.34784 -1.34689 -0.69928
N 0.14345 0.64164 -2.56149
C -0.32975 1.61797 -1.75820
O -0.59728 1.53111 -0.52321
C -0.57136 2.87563 -2.48585
C -1.22974 3.94436 -1.86396
C -1.56128 5.07003 -2.58903
C -1.23659 5.17813 -3.93617
C -0.53930 4.14583 -4.54948
C -0.20932 3.01351 -3.83543
H 0.07428 -0.52529 -6.38970
H -0.87510 -0.38249 -4.89934
H -0.31909 -1.96669 -5.43017
H 1.38817 0.34980 -4.41567
H 2.06524 -1.16332 -5.05467
H 1.67521 -3.14476 -3.97207
H 1.01896 -3.16382 -2.31587
H 3.70530 -1.92678 -3.12259
H 3.50603 -3.45044 -2.24200
H 2.99110 -1.92686 -1.50315
H -1.47928 3.87508 -0.81739
H -2.09088 5.87639 -2.09911
H -1.52602 6.05386 -4.50465
H -0.25000 4.22794 -5.59295
H 0.32247 2.20630 -4.31410
C 5.58467 -6.39868 -0.64657
C 4.09946 -6.17587 -0.46259
S 3.88925 -5.31564 1.14923
O 4.24977 -6.26650 2.17184
O 4.67735 -4.10982 1.09388
C 2.13861 -4.87203 1.28241
C 1.90263 -4.28073 2.67716
N 0.82625 -3.33548 2.67141
C 0.94152 -2.01042 2.33423
N -0.25124 -1.44795 2.21635
C -1.17433 -2.40550 2.50007
C -0.53531 -3.61118 2.75810
N -1.08080 -4.83067 3.01478
O -2.34328 -4.91841 3.08129
O -0.31846 -5.84591 3.15970
C 2.27088 -1.35574 2.24660
H 5.80576 -6.88756 -1.59392
H 5.95982 -7.01233 0.16899
H 6.09795 -5.44065 -0.60797
H 3.54686 -7.10711 -0.39057
H 3.67794 -5.53027 -1.22646
H 1.54409 -5.76873 1.13703
H 1.94289 -4.13861 0.50124
H 2.81600 -3.78299 3.00661
H 1.64741 -5.08731 3.36739
H -2.22457 -2.20794 2.50533
H 2.69354 -1.23981 3.24769
H 2.16993 -0.36285 1.81568
H 2.96973 -1.93743 1.64588
C -4.33264 0.00188 1.56197
Si -2.95175 -0.22268 0.22164
C -3.35002 -1.99983 -0.47533
C -3.67614 0.92090 -1.17993
H -5.29460 -0.39205 1.23913
H -4.45771 1.05680 1.78239
H -4.06709 -0.49112 2.49059
H -4.39780 -2.10055 -0.74876
H -3.13246 -2.76322 0.26385
H -2.73959 -2.21711 -1.34770
H -4.69113 0.64313 -1.46010
H -3.06524 0.89444 -2.07853
H -3.68783 1.94819 -0.82948
C -1.94005 5.20044 3.46561
C -1.22580 5.38839 2.12062
C 0.26298 5.64520 2.36062
C -1.83727 6.58418 1.36876
N -1.34378 4.23494 1.21453
N -2.54709 3.47191 1.23573
H -1.71782 6.03664 4.12550
H -1.59079 4.28655 3.94211
H -3.02223 5.14530 3.33684
H 0.40164 6.59009 2.88728
H 0.79838 5.68846 1.41261
H 0.68035 4.84446 2.96756
H -1.76575 7.49711 1.95779
H -2.88495 6.39306 1.14564
H -1.31052 6.72997 0.42979
H -0.59162 3.56744 1.35595
H -3.33607 4.11125 1.21897
H -2.61314 2.86906 2.05695
*
```

Kohn-Sham gap (alpha / beta) = 4.1 / 6.5 eV
E_HOMO (alpha / beta) = -0.452 / -2.791 eV
Energy above the lowest of the compared OMol25 structures with the same formula, charge and spin = 1.137 eV

---

[3]
Formula: C29H49F3N3NaO11S5
Source: OMol25
Level of theory: the ωB97M-V functional and the def2-TZVPD basis

```
! RIJCOSX wB97M-V def2-TZVPD def2/J DEFGRID3
* xyz 0 1
Na 4.66931 0.12746 0.33084
C 0.05891 0.08085 -1.18812
F 0.48910 -1.15481 -1.67567
F -0.95645 0.57640 -1.87214
F -0.30512 0.02125 0.10792
S 1.50851 1.27665 -1.44112
O 1.08843 2.49452 -0.69390
O 2.63329 0.57964 -0.85254
O 1.71937 1.41580 -2.88296
C -1.65695 -0.98713 -5.96210
C -0.63621 -1.31804 -4.87263
C 0.00021 -2.75423 -5.07432
C -0.98578 -3.80666 -4.96672
N -1.73044 -4.71688 -4.95217
H -2.59711 -1.49387 -5.74434
H -1.32578 -1.26425 -6.96292
H -2.00061 0.04714 -5.94573
H -0.97195 -0.96787 -3.89653
H 0.22897 -0.66083 -4.95991
H 0.75512 -2.88894 -4.29969
H 0.40320 -2.82347 -6.08472
C 2.91330 4.07580 3.16286
C 3.63312 3.85344 4.54963
C 4.34284 2.44095 4.39569
S 3.08484 1.38864 3.60213
O 2.23298 0.76448 4.60586
O 3.71901 0.52555 2.63152
C 2.33976 2.77977 2.73874
H 3.62168 4.36597 2.38691
H 2.18010 4.84312 3.41133
H 2.88993 3.75380 5.34073
H 4.37495 4.62456 4.75739
H 4.56737 1.90525 5.31803
H 5.18486 2.55884 3.71363
H 1.27639 2.54831 2.67740
H 2.65160 2.47546 1.73961
C -2.50519 -0.48624 3.07083
C -1.11713 0.00487 3.58611
C -0.79872 -0.72505 4.98200
S -2.41200 -0.78529 5.84587
O -2.41739 0.42074 6.61703
O -2.64171 -2.06335 6.51173
C -3.48394 -0.60469 4.31189
H -2.33671 -1.48020 2.65640
H -2.88082 0.09039 2.22555
H -1.14993 1.06197 3.84983
H -0.28921 -0.16837 2.89863
H -0.12431 -0.35359 5.75354
H -0.56467 -1.75100 4.69785
H -4.15547 0.23984 4.46658
H -4.02791 -1.53719 4.16147
C 2.15829 -4.71798 1.82999
C 1.87293 -5.01568 0.28608
C 2.50893 -3.96481 -0.64586
S 4.04871 -3.46808 0.31667
O 3.96784 -2.05576 0.73767
O 5.20589 -3.94125 -0.41434
C 3.67396 -4.42973 1.84432
H 1.68749 -5.48909 2.43977
H 1.63219 -3.82852 2.17668
H 0.79100 -4.97837 0.15908
H 2.30837 -5.97411 0.00336
H 1.90801 -3.08310 -0.86855
H 2.78255 -4.34705 -1.62928
H 3.95309 -3.85014 2.72424
H 4.27344 -5.33412 1.74038
C -5.44943 -2.84124 -3.28205
C -3.96162 -2.36949 -3.01133
C -4.05146 -1.27832 -1.93795
S -5.24353 -1.88468 -0.64738
O -6.10538 -0.80281 -0.36401
O -4.62151 -2.54319 0.48495
C -5.99408 -3.19558 -1.74055
H -5.48450 -3.75534 -3.87475
H -6.06009 -2.08492 -3.77516
H -3.40743 -2.09016 -3.90740
H -3.30579 -3.14089 -2.60766
H -4.43485 -0.32257 -2.29524
H -3.10649 -1.03577 -1.45183
H -7.04837 -3.45174 -1.63587
H -5.55346 -4.13822 -1.41594
N -1.31041 2.90747 0.75678
C -2.53191 2.45081 0.35443
C -3.49065 2.95119 1.20266
C -2.81740 3.54785 2.27252
C -1.43890 3.38346 2.06806
H -0.40666 2.81964 0.31449
H -2.53212 1.86167 -0.55074
H -4.54727 2.98481 0.98169
H -3.19232 4.00377 3.17694
H -0.52512 3.86592 2.38213
N 3.01373 4.29950 -3.41072
C 2.57228 5.57385 -3.28118
C 3.52655 6.30912 -3.83269
C 4.42556 5.62982 -4.68894
C 4.13172 4.32249 -4.26130
H 2.59833 3.44291 -3.07337
H 1.77539 5.66632 -2.55813
H 3.61228 7.36965 -3.64736
H 5.09666 5.98429 -5.45730
H 4.59991 3.48871 -4.76329
*
```

Kohn-Sham gap = 7.0 eV
E_HOMO = -7.936 eV

---

[4]
Formula: C29H50BaBrNOP2
Source: OMol25
Level of theory: the ωB97M-V functional and the def2-TZVPD basis

```
! RIJCOSX wB97M-V def2-TZVPD def2/J DEFGRID3
* xyz 2 1
N -4.60807 3.57709 -0.95468
C -3.73124 4.47007 -0.50222
C -2.37057 4.42826 -0.82318
C -1.88693 3.32128 -1.55869
C -2.85462 2.45534 -2.12824
C -4.20074 2.61314 -1.77710
C -0.44481 3.14329 -1.70990
Ba 1.29277 2.47361 0.12460
P 4.25340 1.36294 0.17713
C 0.16288 1.95096 -2.13169
C -0.24934 0.60564 -1.80563
C 0.22980 -0.49407 -2.57962
C 0.11755 -1.78618 -2.17738
C -0.41924 -2.15433 -0.83122
C -1.12687 -0.99744 -0.19139
C -1.03782 0.28743 -0.65947
Br 1.13081 -2.52029 0.31154
H 0.13938 4.08482 -1.81430
H 1.00314 2.02391 -2.84112
H -1.69478 5.21425 -0.47664
H -2.58324 1.66945 -2.82746
H -4.10820 5.27215 0.13741
H -4.96888 1.94482 -2.17460
H 0.69563 -0.25203 -3.54572
H -1.59451 1.09397 -0.15684
H 0.59176 -2.57935 -2.75202
H -1.58746 -1.18925 0.77904
P -1.51635 -3.66355 -0.80197
C 3.99796 3.22233 0.25472
C 5.17527 4.21448 0.09447
H 3.50504 3.43210 1.22870
H 3.34556 3.52790 -0.60356
H 4.74900 5.22537 -0.00094
H 5.88657 4.23932 0.92676
H 5.74312 4.02460 -0.82205
C 3.23547 0.34375 -0.99198
C 4.02239 -0.91767 -1.43906
H 3.00441 0.95131 -1.88593
H 2.28710 -0.01110 -0.52805
H 3.43821 -1.45239 -2.19970
H 4.99066 -0.64161 -1.88268
H 4.20975 -1.62545 -0.61758
C 3.94116 0.31491 1.69400
C 5.14251 -0.61119 1.95533
H 3.02789 -0.30381 1.61219
H 3.82632 0.98097 2.56328
H 5.00373 -1.13140 2.90874
H 5.29958 -1.38301 1.19231
H 6.06670 -0.02908 2.03072
C -2.03474 -3.92825 0.92451
C -2.02365 -5.38538 1.38510
H -3.03371 -3.48285 1.04200
H -1.35075 -3.34445 1.55616
H -2.63359 -6.03089 0.73993
H -0.99595 -5.76778 1.40760
H -2.42454 -5.45027 2.40442
C -0.52198 -5.01710 -1.49978
C -0.51985 -5.14580 -3.02317
H -0.88995 -5.94041 -1.02785
H 0.50983 -4.87573 -1.14464
H -1.47802 -5.52447 -3.39869
H -0.30067 -4.19462 -3.51953
H 0.26503 -5.85462 -3.31496
C -2.92626 -3.23612 -1.83343
C -4.13488 -2.58261 -1.16102
H -3.20759 -4.17087 -2.33813
H -2.52361 -2.56264 -2.60275
H -3.90234 -1.56316 -0.83016
H -4.94458 -2.51284 -1.89748
H -4.49939 -3.15986 -0.30372
C 0.57626 1.48786 4.08240
C -0.16128 1.18402 2.79865
O -0.51596 2.38412 2.05940
C -1.63081 3.18667 2.56067
C -2.69694 2.45030 3.33647
H 1.57322 1.90039 3.88350
H 0.72086 0.54754 4.62054
H 0.03546 2.17529 4.74255
H 0.47505 0.56893 2.13251
H -1.09603 0.63075 2.94523
H -1.17891 3.97129 3.17459
H -2.05627 3.64375 1.66454
H -2.32982 2.00079 4.26363
H -3.45741 3.18135 3.62847
H -3.21808 1.69139 2.74416
*
```

Kohn-Sham gap (alpha / beta) = 5.9 / 5.9 eV
E_HOMO (alpha / beta) = -11.808 / -11.809 eV
Energy above the lowest of the compared OMol25 structures with the same formula, charge and spin = 0.267 eV

---

Number 1: largest force on an atom 0.0555 hartree/bohr, electronic energy -60461.7520 eV. Number 2: largest force on an atom 0.0439 hartree/bohr, electronic energy -117698.4720 eV. Number 3: largest force on an atom 0.1085 hartree/bohr, electronic energy -124602.3508 eV. Number 4: largest force on an atom 0.0563 hartree/bohr, electronic energy -123720.0734 eV.